The following is a DFT calculation (ωB97M-V with the def2-TZVPD basis set) of a cluster of 11 separate species, C66H161O40P7 in total in a non-equilibrium geometry.

Values from the calculation:
LUMO level (spin up / spin down), eV: -2.294 / -8.521
Multiplicity: 2
Relative energy (zero: lowest compared OMol25 entry of this formula, charge and spin), kcal/mol: 30.49
Kohn-Sham gap (spin up / spin down), eV: 8.468 / 2.241
Highest occupied orbital energy (spin up / spin down), eV: -10.76 / -10.76
Total charge: +1

Cartesian coordinates (Å):
C (2.8202, 5.0930, -3.9360)
O (2.3607, 5.4089, -2.6341)
C (1.9327, 6.7111, -2.3490)
C (0.5778, 7.2502, -2.8281)
O (0.4642, 7.2135, -4.2541)
C (-0.7217, 7.9136, -4.6532)
C (-0.8433, 7.9330, -6.1693)
O (-1.2134, 6.7219, -6.7893)
C (-0.3037, 5.6330, -6.7628)
H (2.6120, 4.0260, -4.0162)
H (3.8768, 5.3217, -4.0746)
H (2.3719, 5.7134, -4.7120)
H (2.6913, 7.3969, -2.7261)
H (1.9270, 6.7338, -1.2593)
H (0.4833, 8.2264, -2.3525)
H (-0.2362, 6.6733, -2.3892)
H (-0.7940, 8.9261, -4.2562)
H (-1.6356, 7.4943, -4.2325)
H (0.0440, 8.3045, -6.6820)
H (-1.6741, 8.6146, -6.3515)
H (-0.6619, 4.8532, -7.4349)
H (-0.3023, 5.1923, -5.7659)
H (0.7151, 5.9342, -7.0065)
C (-0.5067, 3.6833, 4.7214)
O (-1.6899, 3.5804, 3.8991)
C (-2.0716, 2.2354, 3.5589)
C (-3.1941, 2.3000, 2.5827)
O (-4.3629, 2.9711, 3.1331)
C (-5.1952, 2.0902, 3.7952)
C (-6.3529, 1.7198, 2.9152)
O (-5.9524, 0.9006, 1.7954)
C (-7.0552, 0.4224, 0.9249)
H (0.2942, 3.0211, 4.3924)
H (-0.7118, 3.5229, 5.7799)
H (-0.1134, 4.6999, 4.7263)
H (-2.3970, 1.7049, 4.4538)
H (-1.2071, 1.7361, 3.1213)
H (-3.4486, 1.2811, 2.2907)
H (-2.9010, 2.7963, 1.6576)
H (-5.6537, 2.6682, 4.5975)
H (-4.7304, 1.1999, 4.2188)
H (-6.8250, 2.6332, 2.5530)
H (-7.0381, 1.1467, 3.5398)
H (-7.9154, 0.0601, 1.4878)
H (-6.6804, -0.4225, 0.3472)
H (-7.3913, 1.1963, 0.2348)
C (-2.1142, -9.4354, -3.3531)
O (-2.7148, -8.6336, -4.3084)
C (-1.9314, -8.4977, -5.4407)
C (-2.5282, -7.3877, -6.2686)
O (-2.2473, -6.1364, -5.6770)
C (-2.9899, -5.0379, -6.1921)
C (-2.9196, -3.7250, -5.3440)
O (-1.8084, -2.9055, -5.5720)
C (-0.5318, -3.4753, -5.8238)
H (-1.5543, -8.9232, -2.5706)
H (-1.3356, -10.1099, -3.7096)
H (-2.9236, -10.0371, -2.9396)
H (-2.0357, -9.4222, -6.0085)
H (-0.8723, -8.3020, -5.2727)
H (-3.5970, -7.4773, -6.4625)
H (-2.1471, -7.4028, -7.2897)
H (-4.0315, -5.3550, -6.2439)
H (-2.6595, -4.7490, -7.1898)
H (-3.0173, -3.9997, -4.2936)
H (-3.8500, -3.1595, -5.3961)
H (0.2692, -2.8738, -5.3942)
H (-0.3544, -3.5949, -6.8926)
H (-0.4866, -4.4781, -5.3991)
C (1.1528, -6.1463, -7.5511)
O (1.8603, -5.0626, -6.9249)
C (3.1016, -5.4134, -6.2806)
C (3.5348, -4.2432, -5.4419)
O (2.7232, -4.0964, -4.2920)
C (3.3384, -3.1625, -3.4385)
C (2.1886, -2.3789, -2.7133)
O (1.6318, -3.0349, -1.5653)
C (0.8634, -4.1837, -1.9597)
H (0.8175, -6.8737, -6.8118)
H (1.6234, -6.6577, -8.3908)
H (0.1636, -5.7655, -7.8052)
H (3.8266, -5.5245, -7.0869)
H (2.9393, -6.2568, -5.6096)
H (3.4304, -3.3199, -6.0117)
H (4.5989, -4.3351, -5.2244)
H (3.8691, -2.4616, -4.0828)
H (4.0411, -3.6235, -2.7444)
H (1.3901, -2.0894, -3.3964)
H (2.6717, -1.4526, -2.4022)
H (0.4899, -4.6922, -1.0709)
H (1.4409, -4.9425, -2.4878)
H (0.0146, -3.8465, -2.5547)
C (7.2821, 4.5026, 2.0506)
C (5.7473, 4.6628, 1.9087)
O (5.2134, 5.4923, 2.8625)
P (4.7840, 6.9518, 2.2778)
O (5.7340, 7.5429, 1.3295)
O (3.2295, 6.6814, 1.7769)
C (2.2367, 6.2458, 2.6279)
C (1.3313, 5.3847, 1.7631)
O (4.6053, 7.8395, 3.6641)
C (4.4666, 9.2482, 3.5284)
C (5.8869, 9.8071, 3.6489)
H (7.7382, 5.4886, 1.9622)
H (7.5719, 3.9145, 2.9214)
H (7.7003, 4.0339, 1.1598)
H (5.6023, 4.9447, 0.8658)
H (5.3510, 3.6575, 2.0515)
H (2.5328, 5.7600, 3.5576)
H (1.7650, 7.1673, 2.9693)
H (0.3718, 5.1627, 2.2302)
H (1.0678, 5.9157, 0.8484)
H (1.8020, 4.4526, 1.4507)
H (4.0280, 9.5176, 2.5675)
H (3.8889, 9.6464, 4.3625)
H (6.5594, 9.3536, 2.9208)
H (5.7621, 10.8893, 3.6106)
H (6.1879, 9.5442, 4.6630)
C (-1.8842, -1.5224, -2.3347)
C (-2.0053, -0.1099, -2.7187)
O (-0.8862, 0.6226, -2.4662)
P (-0.4997, 1.0340, -0.9346)
O (-1.7145, 1.0875, -0.0306)
O (0.6546, -0.0224, -0.5285)
C (1.1520, 0.0023, 0.7695)
C (0.3233, -0.9697, 1.6743)
O (0.2972, 2.4936, -1.1488)
C (-0.4304, 3.6856, -1.2572)
C (-0.9512, 3.7368, -2.7482)
H (-1.7846, -1.5211, -1.2493)
H (-2.8173, -2.0374, -2.5631)
H (-0.9816, -1.9403, -2.7806)
H (-2.1230, -0.0598, -3.8012)
H (-2.8493, 0.3911, -2.2447)
H (2.1807, -0.3543, 0.7163)
H (1.2225, 1.0368, 1.1057)
H (-0.7447, -0.7534, 1.6988)
H (0.3313, -2.0096, 1.3476)
H (0.7027, -0.9455, 2.6959)
H (-1.2781, 3.7221, -0.5731)
H (0.2676, 4.5155, -1.1471)
H (-1.3638, 4.7052, -3.0312)
H (-0.0592, 3.6372, -3.3668)
H (-1.8169, 3.0987, -2.9256)
C (-4.1057, -1.7401, 0.7727)
C (-3.1480, -2.9358, 1.0373)
O (-3.9325, -4.0825, 0.9424)
P (-3.2089, -5.5482, 0.6636)
O (-4.1430, -6.7334, 0.7266)
O (-2.0880, -5.6564, 1.8040)
C (-2.4063, -5.7091, 3.1927)
C (-2.4282, -7.1680, 3.6865)
O (-2.4710, -5.2085, -0.7597)
C (-3.0251, -5.7002, -1.9355)
C (-4.3294, -4.8082, -2.1941)
H (-3.4992, -0.8614, 0.9923)
H (-4.6003, -1.6358, -0.1930)
H (-4.8427, -1.8173, 1.5722)
H (-2.2849, -2.9964, 0.3743)
H (-2.6848, -2.8596, 2.0211)
H (-1.6227, -5.2656, 3.8071)
H (-3.2608, -5.0810, 3.4444)
H (-2.6442, -7.2662, 4.7503)
H (-3.1966, -7.7559, 3.1844)
H (-1.4126, -7.5635, 3.6687)
H (-2.2759, -5.5291, -2.7085)
H (-3.1829, -6.7787, -1.9275)
H (-4.7191, -5.1671, -3.1467)
H (-5.0677, -5.1169, -1.4541)
H (-4.2109, -3.7319, -2.3187)
C (-4.7609, 2.1597, -0.8221)
C (-5.9232, 2.2907, -1.8046)
O (-5.4184, 2.8441, -3.0249)
P (-5.4553, 1.9972, -4.4335)
O (-6.8345, 1.6988, -4.8844)
O (-4.5234, 2.9057, -5.4710)
C (-3.1160, 2.8860, -5.5714)
C (-2.7438, 2.0146, -6.7668)
O (-4.5780, 0.6295, -4.1979)
C (-4.7156, -0.4513, -5.0873)
C (-5.7608, -1.5393, -4.5559)
H (-4.5857, 1.0975, -0.6516)
H (-3.7687, 2.5875, -0.9659)
H (-5.1468, 2.5638, 0.1137)
H (-6.3895, 1.3239, -1.9939)
H (-6.5916, 2.9191, -1.2159)
H (-2.7336, 3.9065, -5.5515)
H (-2.8157, 2.4148, -4.6355)
H (-3.2131, 1.0308, -6.7687)
H (-3.0388, 2.4723, -7.7111)
H (-1.6704, 1.8283, -6.8021)
H (-4.9140, -0.0730, -6.0901)
H (-3.7777, -1.0053, -5.1255)
H (-6.0105, -2.3065, -5.2888)
H (-5.4667, -1.9417, -3.5865)
H (-6.7260, -1.0466, -4.4385)
C (-4.1512, -2.4198, 9.9527)
C (-3.2561, -1.7145, 8.9797)
O (-3.1762, -2.6146, 7.9473)
P (-2.7947, -2.2271, 6.3643)
O (-2.5329, -3.4190, 5.4923)
O (-3.9761, -1.2350, 5.8912)
C (-5.2592, -1.6793, 5.4533)
C (-6.2578, -1.5324, 6.6219)
O (-1.5353, -1.2319, 6.6088)
C (-0.2219, -1.6735, 6.8469)
C (0.6735, -1.4736, 5.5824)
H (-3.7078, -3.3507, 10.3061)
H (-4.3519, -1.7876, 10.8176)
H (-5.1462, -2.5520, 9.5277)
H (-3.7109, -0.7550, 8.7340)
H (-2.2787, -1.3979, 9.3439)
H (-5.5602, -1.0173, 4.6413)
H (-5.2528, -2.7074, 5.0914)
H (-7.1791, -1.9871, 6.2579)
H (-5.8189, -2.0149, 7.4952)
H (-6.4240, -0.4597, 6.7216)
H (0.0905, -1.2029, 7.7791)
H (-0.1651, -2.7264, 7.1232)
H (0.3464, -2.2180, 4.8565)
H (0.4768, -0.4563, 5.2439)
H (1.7402, -1.6245, 5.7482)
C (3.4953, -2.2147, 8.3414)
C (4.8812, -2.3293, 7.7206)
O (4.7554, -2.4425, 6.3144)
P (5.1593, -1.1737, 5.3739)
O (6.4299, -0.4559, 5.6971)
O (5.2089, -1.8399, 3.8895)
C (4.1712, -2.7500, 3.4590)
C (3.7197, -2.1519, 2.1487)
O (3.8686, -0.1568, 5.3693)
C (3.8267, 0.8506, 4.3695)
C (3.3239, 2.1418, 4.9348)
H (2.9863, -1.3123, 8.0027)
H (2.8184, -3.0402, 8.1213)
H (3.6450, -2.2578, 9.4202)
H (5.6014, -1.5531, 7.9794)
H (5.4644, -3.1638, 8.1101)
H (4.6409, -3.7307, 3.3836)
H (3.3300, -2.8150, 4.1491)
H (4.5203, -1.8121, 1.4915)
H (3.2222, -2.9227, 1.5602)
H (3.0425, -1.3264, 2.3679)
H (4.8100, 1.0255, 3.9331)
H (3.1712, 0.5488, 3.5525)
H (3.9918, 2.5725, 5.6808)
H (3.0712, 2.8799, 4.1735)
H (2.4493, 1.9546, 5.5579)
C (6.5895, -1.7801, -1.7637)
C (5.9183, -0.3969, -1.8378)
O (5.0272, -0.1099, -0.7042)
P (5.3352, 1.1881, 0.3159)
O (4.3773, 1.3629, 1.4139)
O (6.8745, 1.0020, 0.8186)
C (7.2453, 0.3069, 2.0143)
C (8.7009, -0.0332, 1.9382)
O (5.3891, 2.4022, -0.7503)
C (4.1275, 2.9736, -1.0899)
C (3.2545, 2.0723, -1.9965)
H (7.0794, -2.0325, -2.7041)
H (7.4348, -1.7377, -1.0768)
H (5.8304, -2.5088, -1.4794)
H (6.6526, 0.3817, -2.0445)
H (5.2563, -0.4268, -2.7032)
H (7.0599, 0.8803, 2.9225)
H (6.7162, -0.5924, 2.3297)
H (9.0835, -0.6138, 2.7776)
H (8.9589, -0.6046, 1.0465)
H (9.3164, 0.8604, 1.8350)
H (3.6044, 3.3957, -0.2319)
H (4.2678, 3.8847, -1.6714)
H (3.6841, 1.6684, -2.9132)
H (3.0605, 1.2265, -1.3369)
H (2.3398, 2.6085, -2.2493)

Forces on atoms 1 to 3 (eV/Å):
-0.08 0.57 0.01
-0.71 -0.68 0.01
0.35 0.70 -0.25